(1)
ORCA calculation (ωB97M-V/def2-TZVPD) on 2 unconnected molecules or ions with the total composition C2H2O3S.

```
8
Properties=species:S:1:pos:R:3
S 2.446 -0.151 0.254
O 0.381 0.801 1.007
O 2.345 -1.486 0.806
O 1.874 -0.024 -1.063
C -1.874 0.129 -0.248
C -0.575 0.512 0.432
H -2.547 -0.683 -0.294
H -2.051 0.902 -0.895
```

Values from the calculation:
Frontier orbital gap ... 8.52 eV
HOMO ... -9.28 eV

Charges in e, computed with Mulliken, in the same order as the atoms: number 1, S, carries 0.773; number 2, O, carries -0.378; number 3, O, carries -0.410; number 4, O, carries -0.415; number 5, C, carries -0.811; number 6, C, carries 0.713; number 7, H, carries 0.314; number 8, H, carries 0.214

***

(2)
ORCA calculation (ωB97M-V/def2-TZVPD) on 2 unconnected molecules or ions with the total composition C2H2O3S.

```
8
Properties=species:S:1:pos:R:3
S 2.155 0.015 -1.348
O -0.477 -0.174 2.280
O 1.984 -1.209 -0.615
O 2.020 1.275 -0.697
C -0.877 -0.152 1.172
C -1.539 -0.022 0.072
H -1.371 -0.740 -0.827
H -1.895 1.006 -0.038
```

Values from the calculation:
Frontier orbital gap ... 8.29 eV
HOMO ... -9.49 eV

Charges in e, computed with Mulliken, in the same order as the atoms: number 1, S, carries 0.683; number 2, O, carries -0.377; number 3, O, carries -0.355; number 4, O, carries -0.333; number 5, C, carries 0.732; number 6, C, carries -0.859; number 7, H, carries 0.262; number 8, H, carries 0.246

***

(3)
ORCA calculation (ωB97M-V/def2-TZVPD) on C2H2O3S in the gas phase.

```
8
Properties=species:S:1:pos:R:3
S -1.885 0.069 -0.562
O -0.378 0.992 1.689
O 0.560 -0.759 -1.227
O 1.652 0.294 1.010
C 0.356 0.455 0.895
C -0.157 -0.187 -0.430
H -2.192 -0.676 -1.663
H 2.045 -0.189 0.287
```

Values from the calculation:
SMILES ... O=C(O)C(=O)S
Frontier orbital gap ... 9.96 eV
HOMO ... -10.49 eV

Charges in e, computed with Mulliken, in the same order as the atoms: number 1, S, carries -0.174; number 2, O, carries -0.508; number 3, O, carries -0.538; number 4, O, carries -0.448; number 5, C, carries 0.423; number 6, C, carries 0.702; number 7, H, carries 0.173; number 8, H, carries 0.370

***

(4)
ORCA calculation (ωB97M-V/def2-TZVPD) on C2H2O3S in the gas phase.

```
8
Properties=species:S:1:pos:R:3
S -1.955 -1.014 0.116
O -0.968 1.338 -0.345
O 1.294 -0.889 -1.121
O 1.329 -0.127 1.012
C 0.735 -0.420 -0.153
C -0.744 0.062 -0.158
H -1.927 1.479 -0.314
H 2.236 -0.430 0.963
```

Values from the calculation:
SMILES ... O=C(O)C(O)=S
Frontier orbital gap ... 9.39 eV
HOMO ... -9.51 eV

Charges in e, computed with Mulliken, in the same order as the atoms: number 1, S, carries -0.278; number 2, O, carries -0.365; number 3, O, carries -0.483; number 4, O, carries -0.414; number 5, C, carries 0.502; number 6, C, carries 0.342; number 7, H, carries 0.345; number 8, H, carries 0.351

***

Most stable structure among those shown: (3).